(1)
ORCA calculation (wB97M-V/def2-TZVPD) on a 13-piece molecular cluster, C24H60F2N13O25S5 overall at a distorted geometry.

As for the expectation value of S²: 0.76. As for the HOMO-LUMO gap (spin up / spin down): 7.56 / 3.05 eV. The value obtained for the HOMO energy (spin up / spin down) is -9.62 / -9.62 eV. Its spin multiplicity is 2. As for the largest force on an atom: 0.1561 hartree/bohr. As for the LUMO energy (spin up / spin down): -2.065 / -6.572 eV.

The geometry in XYZ format:
```
129
Properties=species:S:1:pos:R:3:mulliken_spin:R:1
N -0.08509 0.52106 -1.37192 0.003
S 1.03058 -0.38517 -0.70528 -0.005
O 0.91846 -1.84010 -0.99302 -0.004
O 1.48311 -0.06266 0.64004 0.000
F 2.24761 0.13567 -1.66459 -0.003
S -1.27142 -0.08001 -0.30401 -0.008
O -1.33363 0.59815 0.99752 0.001
O -1.78065 -1.46518 -0.40407 0.000
F -2.47336 0.82355 -0.87031 -0.005
C -4.73685 -4.23263 -1.58322 0.000
O -4.14533 -5.03940 -2.27246 0.000
N -5.97867 -4.20679 -1.27575 0.000
N -4.07802 -3.25213 -1.05892 0.000
H -6.60453 -4.94640 -1.56102 0.000
H -6.40634 -3.35956 -0.93020 0.000
H -4.58684 -2.61150 -0.46665 0.000
H -3.06926 -3.25514 -1.10909 0.000
C 2.79576 0.04560 -5.85345 -0.012
O 2.70617 0.28989 -7.06005 0.058
N 2.45373 0.86053 -4.88041 0.130
N 3.16965 -1.09639 -5.45005 -0.006
H 2.29558 1.84764 -5.02427 -0.007
H 2.69144 0.56149 -3.94544 -0.009
H 3.51179 -1.81477 -6.07211 0.000
H 3.10278 -1.32639 -4.46886 -0.001
C 3.03734 -5.03449 -2.87246 0.000
O 2.33244 -5.86308 -3.51310 0.000
N 2.69906 -3.81346 -2.56598 0.000
N 4.20396 -5.30726 -2.34959 0.000
H 1.75031 -3.50379 -2.72116 0.001
H 3.21557 -3.29000 -1.87368 0.000
H 4.68072 -6.17909 -2.53049 0.000
H 4.63424 -4.55460 -1.83148 0.000
C -3.33330 -0.95639 3.37531 0.000
O -3.51160 0.15378 3.07909 0.000
N -3.34113 -1.89384 2.51990 0.000
N -3.13528 -1.28136 4.59717 0.000
H -3.38330 -1.54655 1.57242 0.000
H -3.24970 -2.87367 2.74723 0.000
H -3.36608 -0.51328 5.21108 0.000
H -3.00427 -2.25341 4.83815 0.000
C -0.03297 4.03791 -1.83570 -0.001
O -0.09582 5.26424 -1.82763 0.000
N -1.05132 3.32369 -1.56557 0.001
N 0.96138 3.16215 -1.92041 0.002
H -1.96553 3.66359 -1.30329 -0.001
H -0.99159 2.32184 -1.45234 0.009
H 1.91790 3.47989 -1.98519 0.000
H 0.80058 2.17694 -1.76678 0.000
C -1.26642 -0.10810 -4.55123 -0.007
O -1.70803 -0.46381 -5.59930 0.043
N -0.09592 -0.47502 -4.05640 0.623
N -1.90284 0.59371 -3.64961 0.266
H 0.01854 -0.12957 -3.11424 0.009
H 0.49140 -1.19618 -4.45021 -0.045
H -1.27181 0.86279 -2.90833 -0.003
H -2.88984 0.39782 -3.56255 -0.028
C 1.48071 3.03923 1.42804 -0.001
C 1.23098 4.50370 1.44136 0.000
O 1.48122 5.17452 2.70581 0.000
S 2.19143 4.02133 3.70543 0.000
O 1.20619 3.50534 4.67551 0.000
O 3.42984 4.42786 4.38324 0.000
O 2.35493 2.91669 2.45786 0.000
H 1.88141 2.70460 0.47119 0.001
H 0.62759 2.49042 1.82692 0.000
H 0.21688 4.66350 1.07507 0.000
H 1.87130 4.93087 0.66959 0.000
C -3.13797 3.46518 2.47678 0.000
C -2.21369 3.13017 3.65060 -0.001
O -1.40437 4.27446 3.71631 0.000
S -2.25626 5.65608 3.33340 0.000
O -1.35452 6.67933 2.81287 0.000
O -3.21773 5.99180 4.38245 0.000
O -3.09480 4.83998 2.10202 0.000
H -4.21433 3.31005 2.40257 0.000
H -2.85130 2.79915 1.66295 0.000
H -1.58663 2.26241 3.44588 0.001
H -2.66228 3.04451 4.64031 0.000
C 1.27504 -0.13001 3.73526 0.001
C 1.07418 -1.16503 4.86204 0.000
O 2.39758 -1.45752 5.23500 0.000
S 3.44126 -0.14463 5.11809 0.000
O 4.77561 -0.56388 4.70639 0.000
O 3.31661 0.68723 6.30820 0.000
O 2.61436 0.41528 3.79253 0.000
H 0.52929 0.66386 3.69366 0.000
H 1.23658 -0.75830 2.84540 0.000
H 0.64279 -2.07993 4.45592 0.000
H 0.45019 -0.83250 5.69160 0.000
C -0.10884 -4.48308 0.92672 0.000
C 1.26337 -5.04120 0.58575 0.000
C 2.29662 -4.09438 1.28210 0.000
O 1.49699 -3.11739 1.81182 0.000
C 0.17216 -3.64326 2.07627 -0.002
H -0.78774 -5.27698 1.23801 0.000
H -0.57018 -3.94883 0.09614 0.000
H 1.53739 -5.06523 -0.46897 0.000
H 1.42479 -6.04988 0.96603 0.000
H 3.02241 -3.71634 0.56209 0.000
H 2.78912 -4.63022 2.09353 0.000
H -0.53259 -2.81623 2.16261 0.002
H 0.22028 -4.15429 3.03785 0.000
C -5.64424 1.81619 -1.97606 0.000
C -4.83097 2.46621 -2.99175 -0.001
C -5.05648 1.64016 -4.23279 -0.001
O -4.88558 0.29997 -3.78926 0.000
C -5.45165 0.32673 -2.42709 -0.001
H -6.71848 1.99084 -2.03606 0.000
H -5.26797 1.85452 -0.95379 0.000
H -3.77449 2.65569 -2.80189 -0.001
H -5.27039 3.44142 -3.20146 0.000
H -4.38499 1.84838 -5.06577 0.002
H -6.00275 1.84370 -4.73403 0.000
H -4.74880 -0.22766 -1.80519 0.001
H -6.35608 -0.27162 -2.31722 0.000
C 4.87821 0.67350 -0.26213 0.000
C 4.82908 -0.02568 1.10908 0.000
C 6.26557 0.18145 1.50277 0.000
O 6.73696 1.44814 1.06452 0.000
C 5.89646 1.85374 -0.03891 0.000
H 3.91109 1.10837 -0.51442 0.000
H 5.17192 0.01854 -1.08242 0.000
H 4.48992 -1.06149 1.09566 0.000
H 4.15406 0.55528 1.73751 0.000
H 6.83559 -0.65432 1.09698 0.000
H 6.35876 0.14212 2.58806 0.000
H 6.60115 1.99113 -0.85905 0.000
H 5.30487 2.74544 0.16846 0.000
```

***

(2)
ORCA calculation (wB97M-V/def2-TZVPD) on C25H50Br22N2O4S as an isolated structure at a distorted geometry.

As for the HOMO-LUMO gap: 6.97 eV. The value obtained for the HOMO energy is -8.21 eV. For the energy above the lowest of the compared OMol25 structures with the same formula, charge and spin, the calculation gives 145.27 kcal per mole. As for the largest force on an atom: 0.2271 hartree/bohr. As for the LUMO energy: -1.240 eV.

The geometry in XYZ format:
```
104
Properties=species:S:1:pos:R:3:lowdin_charge:R:1
N -1.99081 -2.65509 4.49662 -0.118
C -1.10221 -1.68708 3.72693 -0.275
C -1.06402 -1.95068 2.10380 -0.245
O -2.37464 -1.87841 1.43673 -0.465
S -2.80925 -0.28119 1.02983 0.890
O -4.31387 -0.14629 1.47201 -0.432
O -1.93041 0.89157 1.90031 -0.465
N -1.03222 1.52662 1.12584 -0.352
C 0.12445 1.69198 1.89854 -0.019
O 1.30693 1.33740 2.47386 -0.221
H -2.97946 -2.61206 4.13664 0.030
H -1.99292 -2.30048 5.50024 -0.095
H -1.44683 -0.59956 3.98782 -0.028
H 0.00750 -1.89267 4.11537 0.090
H -0.31650 -1.18501 1.61053 0.115
H -0.59787 -3.04044 1.96196 0.125
Br -3.47430 -1.38643 -1.60740 0.665
C -4.60038 -2.71285 -2.48952 -0.671
C -5.89086 -2.92554 -1.73190 -0.681
Br -5.60453 -4.02229 -0.14480 0.605
H -4.00229 -3.62149 -2.59332 0.058
H -4.80068 -2.29919 -3.48289 0.019
H -6.60597 -3.48686 -2.34056 0.056
H -6.35640 -1.99460 -1.39739 0.058
Br -2.49570 -1.88800 -5.52342 0.618
C -3.55948 -0.61603 -6.55106 -0.676
C -3.41432 0.78571 -6.00459 -0.694
Br -4.45889 1.01888 -4.37418 0.603
H -4.58939 -0.98119 -6.54345 0.052
H -3.16503 -0.67477 -7.57036 0.058
H -3.82017 1.51718 -6.70970 0.058
H -2.38195 1.05305 -5.76377 -0.015
Br -2.89779 -4.66627 2.49619 0.750
C -3.07978 -6.35895 3.44870 -0.655
C -1.75985 -6.79882 4.03938 -0.692
Br -0.58523 -7.53801 2.66914 0.590
H -3.50185 -7.07882 2.74319 0.051
H -3.80937 -6.16178 4.24042 0.061
H -1.91089 -7.61307 4.75430 0.056
H -1.21131 -5.98891 4.52766 0.051
Br -0.05623 0.99017 -4.17469 0.640
C -0.01129 2.82644 -3.51769 -0.733
C 0.35511 2.87414 -2.05206 -0.647
Br -1.15639 2.36393 -0.93012 0.876
H -0.98654 3.26810 -3.73666 -0.039
H 0.75283 3.32523 -4.12211 0.054
H 0.60119 3.89658 -1.75038 -0.049
H 1.18518 2.21252 -1.79032 0.049
Br -1.50700 5.78782 -3.87477 0.702
C -0.89998 7.47270 -3.10129 -0.672
C 0.59345 7.46111 -2.86862 -0.669
Br 1.05330 6.41193 -1.29017 0.675
H -1.48081 7.63345 -2.18975 0.059
H -1.16904 8.23615 -3.83802 0.016
H 0.95714 8.47063 -2.65525 0.058
H 1.16001 7.04437 -3.70563 0.058
Br 4.93599 1.94268 -1.51582 0.597
C 5.19265 1.87899 0.41696 -0.686
C 4.91003 0.49743 0.96101 -0.655
Br 2.99210 0.15941 1.06605 0.777
H 4.55655 2.65514 0.84950 0.054
H 6.24243 2.14685 0.57258 0.058
H 5.27158 0.40796 1.98971 0.062
H 5.34324 -0.30411 0.35676 0.043
Br -2.21527 8.62715 -7.22059 0.601
C -2.55755 10.54070 -7.05698 -0.694
C -2.07962 11.06983 -5.72424 -0.696
Br -3.31107 10.58712 -4.29098 0.611
H -3.62688 10.68959 -7.22574 0.054
H -1.99702 11.00016 -7.87717 0.059
H -2.06270 12.16374 -5.72861 0.058
H -1.09302 10.69623 -5.43735 0.048
Br 5.32624 -4.95718 -3.07752 0.658
C 5.37538 -3.66122 -1.62024 -0.676
C 3.98056 -3.27952 -1.18049 -0.689
Br 3.15865 -2.03820 -2.44037 0.592
H 5.96939 -2.81229 -1.96749 0.054
H 5.91008 -4.16619 -0.80962 0.045
H 4.01147 -2.74049 -0.22894 0.037
H 3.30546 -4.13441 -1.08755 0.059
Br -1.49128 1.42132 4.95045 0.813
C -2.81518 1.24108 6.37185 -0.611
C -2.19765 0.66271 7.62434 -0.669
Br -1.91996 -1.25992 7.45085 0.721
H -3.63338 0.63729 5.97173 0.067
H -3.17542 2.25837 6.55448 0.063
H -2.87578 0.77672 8.47528 0.066
H -1.22934 1.10422 7.87472 -0.023
Br 2.05296 -1.68778 6.16699 0.628
C 1.71068 0.22577 6.33059 -0.694
C 2.18861 0.75490 7.66333 -0.661
Br 0.95716 0.27219 9.09659 0.648
H 0.64135 0.37466 6.16183 -0.036
H 2.27120 0.68523 5.51040 0.060
H 2.20553 1.84881 7.65896 0.062
H 3.17521 0.38130 7.95023 0.053
Br 8.20170 -10.37999 -1.26906 0.592
C 7.13791 -9.10802 -2.29670 -0.696
C 7.28307 -7.70628 -1.75023 -0.712
Br 6.23851 -7.47311 -0.11982 0.593
H 6.10800 -9.47318 -2.28910 0.055
H 7.53237 -9.16676 -3.31600 0.059
H 6.87723 -6.97481 -2.45535 -0.042
H 8.31545 -7.43894 -1.50941 0.056
```

***

(3)
ORCA calculation (wB97M-V/def2-TZVPD) on a 13-piece molecular cluster, C27H80N4O13 overall at a distorted geometry.

As for the HOMO-LUMO gap: 8.27 eV. The value obtained for the HOMO energy is -8.49 eV. For the energy above the lowest of the compared OMol25 structures with the same formula, charge and spin, the calculation gives 240.33 kcal per mole. As for the largest force on an atom: 0.2206 hartree/bohr. As for the LUMO energy: -0.218 eV.

The geometry in XYZ format:
```
124
Properties=species:S:1:pos:R:3:lowdin_charge:R:1
C -27.13500 6.11800 -13.78200 -0.191
O -28.19800 6.92100 -13.41600 -0.092
H -26.85800 6.14000 -14.80600 0.069
H -27.43600 5.08700 -13.56400 0.084
H -26.32000 6.26700 -13.10400 0.031
H -28.74800 6.37800 -12.81200 0.101
C -24.81500 3.83000 -13.61300 -0.145
O -24.42900 4.77700 -14.59100 -0.136
H -24.82100 4.31000 -12.59900 0.090
H -24.01000 3.03200 -13.47700 0.072
H -25.77400 3.26600 -13.75700 0.078
H -23.58000 5.13100 -14.32900 0.047
C -20.42000 4.36900 -16.12300 -0.172
O -21.59400 4.29000 -15.44200 -0.109
H -20.08700 3.38400 -16.16800 0.069
H -19.68400 4.97100 -15.64300 0.076
H -20.51500 4.73100 -17.12900 0.078
H -21.35800 3.77600 -14.65100 0.100
C -23.32700 2.32900 -10.91100 -0.150
O -23.80400 3.24800 -9.93600 -0.102
H -22.68000 2.91800 -11.57900 0.056
H -24.07900 1.92900 -11.57200 0.039
H -22.69100 1.51900 -10.50600 0.089
H -24.56800 2.87500 -9.53600 0.050
C -28.45200 1.13300 -15.13500 -0.656
O -29.45600 1.64300 -15.85200 -0.077
N -27.38100 1.86600 -15.00000 0.132
N -28.36400 -0.06700 -14.62100 0.181
H -27.35500 2.85400 -15.44000 0.115
H -26.48400 1.49500 -14.65700 0.064
H -29.17400 -0.68400 -14.59300 0.129
H -27.57300 -0.43700 -14.12100 0.023
C -25.40500 -0.55900 -13.75900 -0.602
O -25.25000 0.79300 -13.54300 -0.102
N -24.80700 -1.30700 -14.59100 0.223
N -26.35700 -1.18500 -13.15800 0.134
H -24.08800 -0.89000 -15.14600 0.080
H -24.93000 -2.32900 -14.62400 0.154
H -26.96500 -0.75600 -12.45800 0.136
H -26.42700 -2.19800 -13.22600 0.142
C -23.76100 2.01000 -16.12400 -0.056
C -22.86900 1.46500 -17.10600 -0.698
C -22.38600 0.12200 -16.65200 -0.033
O -23.26000 1.24000 -18.25700 0.061
H -24.81400 1.61400 -16.28200 0.128
H -23.78900 3.07100 -16.28100 0.053
H -23.47800 1.78800 -15.12800 0.057
H -22.07200 2.12400 -17.14700 0.118
H -21.59700 -0.31500 -17.34800 0.119
H -23.13100 -0.61900 -16.66200 0.048
H -22.04300 0.25600 -15.65500 0.073
H -22.98000 2.00400 -18.77900 0.138
C -24.77000 6.49500 -10.19300 -0.035
C -26.19900 6.10800 -9.87800 -0.671
C -26.71100 7.04700 -8.85000 -0.041
O -27.00100 6.19700 -10.82600 0.020
H -24.47500 6.11600 -11.17500 0.049
H -23.97900 6.12900 -9.53100 0.093
H -24.74700 7.57100 -10.26900 0.078
H -26.06200 5.08700 -9.52600 0.136
H -26.18900 6.95300 -7.96000 0.061
H -27.69500 6.71700 -8.49600 0.097
H -26.75900 8.03500 -9.23800 0.085
H -26.72900 7.06800 -11.17500 0.123
C -27.20600 2.55500 -11.03700 -0.021
C -28.28800 2.06600 -11.93900 -0.641
C -29.58900 1.73100 -11.11000 -0.018
O -28.70200 2.82200 -12.82900 0.041
H -27.04800 1.87200 -10.26500 0.065
H -27.49300 3.46300 -10.59100 0.071
H -26.28600 2.60000 -11.60000 0.055
H -27.96400 1.08900 -12.27000 0.099
H -30.31200 2.54700 -11.14200 0.083
H -29.37900 1.33100 -10.12700 0.063
H -30.16400 0.95200 -11.56800 0.055
H -28.19200 2.52000 -13.58300 0.040
C -25.43100 4.11400 -18.27800 -0.047
C -26.55100 4.43900 -17.34200 -0.593
C -27.85300 4.00000 -17.96000 -0.019
O -26.53000 4.02400 -16.13000 -0.053
H -25.58000 4.57100 -19.26200 0.093
H -25.34300 3.03600 -18.48200 0.087
H -24.45800 4.26300 -17.85800 0.051
H -26.46600 5.50900 -17.21500 0.134
H -28.76700 4.54800 -17.71100 0.094
H -27.97600 2.92500 -17.89700 0.082
H -27.77300 4.08100 -19.06000 0.081
H -25.67700 4.32200 -15.74800 0.074
C -24.40500 8.01900 -14.00700 -0.016
C -23.06300 8.63800 -13.92500 -0.650
C -22.83300 9.28900 -12.57800 -0.020
O -22.09400 7.88900 -14.15100 -0.004
H -24.52800 7.08300 -13.45400 0.060
H -24.58700 7.79600 -15.02400 0.060
H -25.10200 8.74400 -13.65500 0.094
H -23.00100 9.39800 -14.68200 0.141
H -22.79200 8.52500 -11.80200 0.063
H -23.69900 9.89800 -12.46400 0.070
H -21.91100 9.91000 -12.53500 0.099
H -21.37600 8.44700 -14.40800 0.128
C -23.06300 7.03500 -17.05400 -0.047
C -22.49300 6.69600 -18.37000 -0.721
C -23.42800 6.94000 -19.49100 -0.011
O -21.36600 7.14400 -18.51300 0.086
H -24.08600 6.65500 -16.95700 0.087
H -23.15500 8.10100 -16.92900 0.095
H -22.50000 6.58700 -16.26700 0.059
H -22.42800 5.61200 -18.15900 0.126
H -23.03900 6.42700 -20.35200 0.089
H -23.57100 8.01900 -19.67000 0.106
H -24.37000 6.61600 -19.23300 0.034
H -20.95300 7.10400 -17.67200 0.099
C -20.41500 6.96000 -11.17800 -0.021
C -20.62800 5.76100 -12.02700 -0.605
C -22.08500 5.43600 -12.17400 -0.047
O -20.20600 5.87500 -13.19900 0.014
H -21.27100 7.31200 -10.57800 0.087
H -20.11500 7.87300 -11.72100 0.097
H -19.70000 6.65500 -10.52800 0.040
H -20.11800 4.95200 -11.50900 0.152
H -22.33500 4.61600 -12.83000 0.048
H -22.73400 6.25100 -12.55300 0.076
H -22.44800 5.07200 -11.25200 0.054
H -20.69300 6.49700 -13.75400 0.092
```

***

(4)
ORCA calculation (wB97M-V/def2-TZVPD) on a 2-piece molecular cluster, C2H3FNP overall at a distorted geometry.

As for the HOMO-LUMO gap: 9.78 eV. The value obtained for the HOMO energy is -9.21 eV. For the energy above the lowest of the compared OMol25 structures with the same formula, charge and spin, the calculation gives 15.70 kcal per mole. As for the largest force on an atom: 0.0382 hartree/bohr. As for the LUMO energy: 0.577 eV.

The geometry in XYZ format:
```
8
Properties=species:S:1:pos:R:3:lowdin_charge:R:1
C -1.69007 -0.89258 -0.17989 -0.127
C 1.98258 -0.16471 0.17099 -0.377
N -2.59990 -0.19951 0.03277 0.095
F 0.24300 1.49166 -0.54202 -0.408
P 0.75607 -0.00887 -0.89827 0.750
H 2.07857 0.59487 1.01647 0.028
H 2.55146 -1.09974 -0.05400 -0.010
H -3.32172 0.27888 0.45395 0.049
```

***

Molar mass
In order: 1129.14 2232.64 668.95 91.03
Unit: g mol⁻¹